Record 1
Here is a structure of composition C3H3O3Pt at a distorted geometry from the OMol25 dataset. Energies are from ωB97M-V/def2-TZVPD.

Atoms and positions in Å:
C 0.194 -0.719 -0.092
C 0.991 -1.353 -0.965
O -0.332 -1.208 1.004
H 1.319 -0.851 -1.874
H 1.387 -2.346 -0.729
H -0.287 -0.573 1.738
O -1.113 1.824 0.594
C -0.535 1.623 -0.436
O -0.218 1.964 -1.497
Pt -1.406 1.638 2.256

Forces on the atoms, in the same order (eV/Å):
1.0 0.2 0.0
-0.5 0.9 -0.2
-1.0 0.2 -0.3
-0.4 -0.3 0.0
0.2 0.4 0.3
0.5 -0.5 0.1
-1.6 2.8 -3.5
4.0 -2.8 -6.1
-0.6 -0.1 1.6
-1.6 -0.7 8.2

LUMO (spin up / spin down) = -12.68 / -15.26 eV
⟨S²⟩ = 3.777
charge = +2
HOMO energy (spin up / spin down) = -18.4 / -18.4 eV
gap between HOMO and LUMO (spin up / spin down) = 5.71 / 3.16 eV
2S+1 = 4
DFT total energy = -12517.68692 eV



Record 2
Here is a cluster of 2 separate species, C5H15NO2 in total at a distorted geometry from the OMol25 dataset. Energies are from ωB97M-V/def2-TZVPD.

Atoms and positions in Å:
C -3.003 0.966 0.476
C -1.658 0.448 -0.020
O -1.572 0.583 -1.426
C -1.446 -1.032 0.370
O -0.567 -1.677 -0.492
H -3.092 0.822 1.551
H -3.812 0.426 -0.014
H -3.107 2.024 0.245
H -0.851 1.049 0.432
H -1.220 -0.259 -1.749
H -2.404 -1.563 0.298
H -1.116 -1.096 1.422
H 0.439 -1.389 -0.940
C 2.754 0.990 0.464
C 2.044 -0.345 0.435
N 1.770 -0.870 -1.106
H 3.103 1.209 1.476
H 2.106 1.785 0.096
H 3.641 0.959 -0.173
H 1.162 -0.339 1.069
H 2.684 -1.148 0.789
H 2.531 -1.442 -1.455
H 1.615 -0.101 -1.749

Forces on the atoms, in the same order (eV/Å):
0.3 -0.1 -0.2
-0.1 -0.2 0.3
-0.1 0.2 -0.1
0.3 0.4 -0.2
1.2 -0.8 -1.5
0.0 0.0 0.1
0.0 -0.1 -0.1
-0.1 0.1 0.0
-0.1 0.0 0.0
0.0 -0.1 0.1
0.0 0.1 0.0
-0.1 0.1 -0.1
-1.6 0.1 1.8
0.2 -0.2 -0.3
0.7 -1.1 -2.6
-0.3 1.0 2.4
-0.2 0.1 0.0
0.0 0.1 0.2
0.0 0.0 0.0
-0.5 -0.2 -0.7
0.1 0.1 0.2
0.0 0.2 0.3
0.2 0.2 0.2

LUMO = 0.72 eV
HOMO energy = -9.1 eV
gap between HOMO and LUMO = 9.83 eV
structure (SMILES) = C[C@H](O)CO.CCN
DFT total energy = -11012.13358 eV



Record 3
Here is a cluster of 2 separate species, C31H52ClIN2O3P in total at a distorted geometry from the OMol25 dataset. Energies are from ωB97M-V/def2-TZVPD.

Atoms and positions in Å:
C 4.674 2.284 1.861
C 3.645 2.249 1.261
C 2.379 2.221 0.535
C 2.185 1.062 -0.473
C 3.533 0.730 -1.156
C 4.478 -0.256 -0.472
C 5.871 -0.197 -1.130
C 6.998 -0.662 -0.192
C 7.793 0.491 0.453
C 1.372 1.636 -1.647
O -0.029 1.746 -1.477
C -0.709 0.832 -0.685
I -1.282 2.022 1.113
C -2.038 0.722 -1.451
O -3.080 -0.004 -0.841
C -4.320 0.216 -1.435
C -4.451 0.751 -2.708
C -5.690 1.002 -3.271
C -5.799 1.625 -4.635
C -6.836 0.704 -2.553
C -6.701 0.137 -1.297
C -5.471 -0.124 -0.727
C -5.390 -0.772 0.640
C -6.610 -1.638 0.981
C -5.208 0.271 1.739
C 0.057 -0.469 -0.376
C 0.270 -1.267 -1.708
C -0.949 -1.934 -2.371
C -0.836 -3.465 -2.530
Cl -1.030 -1.269 -4.089
P -0.810 -1.704 0.706
C -1.766 -1.213 2.153
C 0.061 -3.297 0.860
N 1.535 -0.168 0.094
C 1.901 -0.489 1.518
C 1.202 0.121 2.687
N 0.928 -0.667 3.641
H 5.705 2.323 2.114
H 2.342 3.174 0.018
H 1.599 2.290 1.290
H 4.052 1.673 -1.300
H 3.367 0.351 -2.163
H 4.129 -1.285 -0.612
H 4.636 -0.100 0.588
H 5.879 -0.700 -2.093
H 6.052 0.856 -1.347
H 7.702 -1.232 -0.789
H 6.591 -1.320 0.571
H 8.853 0.317 0.303
H 7.654 0.507 1.530
H 7.573 1.456 0.006
H 1.553 1.068 -2.558
H 1.741 2.625 -1.881
H -1.843 0.379 -2.465
H -2.367 1.756 -1.548
H -3.599 0.998 -3.321
H -6.752 1.414 -5.104
H -5.754 2.708 -4.504
H -4.963 1.364 -5.277
H -7.827 0.898 -2.929
H -7.614 -0.085 -0.769
H -4.563 -1.478 0.603
H -7.443 -1.033 1.327
H -6.372 -2.370 1.747
H -6.933 -2.169 0.089
H -5.079 -0.177 2.720
H -4.425 0.991 1.516
H -6.135 0.841 1.796
H 0.758 -0.653 -2.459
H 0.967 -2.083 -1.515
H -1.909 -1.722 -1.928
H 0.040 -3.873 -2.036
H -1.699 -3.920 -2.049
H -0.860 -3.762 -3.568
H -1.418 -0.386 2.759
H -2.781 -0.995 1.868
H -1.818 -2.075 2.819
H -0.544 -4.131 0.527
H 1.013 -3.354 0.341
H 0.293 -3.479 1.910
H 2.057 -0.902 -0.388
H 2.953 -0.217 1.606
H 1.910 -1.563 1.655
H 0.989 1.172 2.832
H 0.522 -0.156 4.423
C 3.683 2.529 5.803
O 3.074 2.053 4.602
H 3.046 2.244 6.635
H 4.669 2.080 5.941
H 3.778 3.617 5.784
H 3.640 2.307 3.866

Forces on the atoms, in the same order (eV/Å):
0.9 0.1 -0.3
-0.6 -0.3 -0.2
0.2 0.0 1.0
0.5 1.7 -1.0
0.2 -0.4 0.5
0.6 -0.4 -0.6
-0.2 0.6 0.5
0.1 0.3 -0.6
0.1 -0.6 0.1
-0.5 -0.5 -0.3
0.5 -0.1 0.1
-0.7 0.3 0.5
0.0 -0.1 0.0
-0.5 0.2 0.0
0.1 0.0 0.1
-0.2 0.1 -0.2
0.3 0.1 -0.1
-0.6 -0.1 -0.4
0.2 0.5 0.4
0.4 -0.1 0.3
-0.2 0.3 -0.4
0.0 -0.4 0.8
-0.2 -0.3 0.2
0.1 0.1 -0.5
-0.3 0.2 -0.2
0.0 -0.9 0.3
-0.1 -0.1 0.0
0.3 -0.5 -1.2
-0.4 0.2 0.7
-0.1 0.1 0.2
-1.9 -0.1 -1.6
0.2 0.1 1.0
0.8 0.1 0.9
0.3 -0.1 -0.2
0.8 0.3 0.2
-0.7 -0.3 1.2
0.1 -0.2 -0.4
0.1 0.0 0.4
-0.2 0.0 -0.4
-0.3 -0.1 -0.2
0.1 0.2 0.1
-0.2 -0.1 -0.1
-0.2 -0.1 0.2
-0.2 0.3 0.1
0.0 -0.2 0.0
0.1 0.1 -0.2
0.0 -0.3 0.0
0.0 -0.2 0.1
0.2 0.1 0.0
-0.2 0.3 0.1
-0.2 0.1 0.1
0.0 -0.2 0.0
0.0 0.3 0.2
0.3 -0.2 0.1
0.1 0.2 -0.1
0.2 0.0 0.0
0.0 -0.2 -0.2
0.0 0.1 -0.1
0.0 -0.2 -0.2
-0.1 0.1 -0.3
0.0 -0.2 0.3
0.5 0.1 0.1
-0.2 0.1 0.1
0.1 0.0 0.2
-0.1 -0.2 0.0
0.3 -0.1 0.1
0.3 -0.1 0.1
-0.1 0.1 0.0
0.0 0.1 0.1
0.2 0.0 0.3
0.0 0.4 0.2
0.2 0.0 -0.1
-0.1 -0.1 0.0
0.2 -0.1 -0.2
0.2 0.0 -0.1
-0.3 0.1 -0.4
0.2 -0.2 -0.1
-0.3 0.1 -0.2
0.1 0.1 -0.2
0.1 0.0 0.1
-0.2 -0.1 0.0
0.0 0.2 -0.1
-0.4 -0.2 -0.1
0.3 0.2 -0.6
0.2 0.0 0.1
0.0 0.0 -0.2
-0.1 0.0 0.1
0.0 0.0 0.0
0.0 0.0 0.1
0.0 0.0 0.1
-0.1 0.0 0.0

LUMO = -2.52 eV
charge = +1
HOMO energy = -10.4 eV
gap between HOMO and LUMO = 7.87 eV
DFT total energy = -72013.78719 eV



Q: Which of these has the highest DFT total energy?
A: C5H15NO2



Q: DFT total energy of number 3 (C31H52ClIN2O3P)?
A: -72013.78719 eV



Q: The lowest DFT total energy belongs to which entry?
A: C31H52ClIN2O3P